Here is a cluster of 2 separate species, C6H16N2 in total from OMol25. Energies are from ωB97M-V with the def2-TZVPD basis set.

CARTESIAN COORDINATES (ANGSTROEM)
N (2.35104, 2.09363, -2.02870)
C (1.53210, 2.41360, -0.84022)
C (0.68908, 1.22506, -0.44861)
N (-0.21216, 1.55384, 0.64983)
H (3.29368, 1.85610, -1.74410)
H (2.44207, 2.91296, -2.61541)
H (0.86921, 3.24936, -1.05975)
H (2.15065, 2.72617, 0.00706)
H (0.10450, 0.92447, -1.31768)
H (1.36115, 0.38249, -0.21901)
H (-0.77156, 0.73470, 0.86663)
H (0.33665, 1.74501, 1.48512)
C (-0.57623, -1.88110, 0.31405)
C (-1.77787, -1.79060, 0.86601)
C (-3.00532, -1.26229, 0.18695)
C (0.64364, -2.37633, 1.02931)
H (-0.44707, -1.56464, -0.71809)
H (-1.90191, -2.10612, 1.89368)
H (-3.85627, -1.93024, 0.33106)
H (-3.28695, -0.29263, 0.59916)
H (-2.84618, -1.13231, -0.88614)
H (0.38578, -2.73163, 2.02354)
H (1.38481, -1.57211, 1.14994)
H (1.13716, -3.17738, 0.47536)

Cartesian forces, eV/Å:
-0.120 0.233 0.103
0.181 0.036 -0.282
0.120 -0.365 0.038
-0.038 0.185 -0.043
0.024 -0.170 0.073
-0.023 0.061 0.011
-0.035 0.054 -0.064
-0.001 -0.006 0.080
-0.091 0.001 -0.060
-0.030 0.033 -0.014
0.022 0.027 0.095
-0.016 -0.068 0.045
0.200 -0.231 0.095
-0.193 0.061 -0.141
0.082 0.052 -0.086
-0.072 0.239 -0.144
0.000 0.034 -0.004
0.025 -0.033 0.140
-0.055 -0.075 -0.020
-0.061 0.081 0.026
0.017 -0.002 0.051
0.059 -0.084 0.116
-0.012 -0.063 -0.011
0.017 -0.001 -0.004

Properties
charge = -1
LUMO level (alpha / beta) = 0.1402 / 0.1361 Ha
<S²> = 0.7504
2S+1 = 2
E_HOMO (alpha / beta) = 1.4 / -5.6 eV

Here is a structure of composition C3H9F6K4N3O16PS6 from OMol25. Energies are from ωB97M-V with the def2-TZVPD basis set.

CARTESIAN COORDINATES (ANGSTROEM)
K (12.24714, -18.01854, -12.77140)
K (10.37689, -17.20582, -8.94621)
K (12.17692, -14.90672, -5.34642)
K (16.40414, -16.95391, -10.17888)
N (12.43571, -16.16003, -10.62043)
S (11.77504, -14.63732, -11.19043)
O (12.58797, -13.80428, -12.02194)
O (10.73366, -14.08569, -10.37905)
F (10.93448, -15.44982, -12.32336)
S (13.28607, -15.54006, -9.49810)
O (12.65316, -15.46815, -8.20756)
O (14.45680, -14.75906, -9.84025)
F (13.99537, -16.99549, -9.29409)
N (12.92298, -17.61256, -4.67051)
S (12.45126, -18.27312, -3.18658)
O (13.59760, -18.82629, -2.49961)
O (11.13080, -18.84598, -3.10927)
F (12.20652, -16.80969, -2.56433)
S (12.58390, -18.76794, -5.67564)
O (11.32436, -18.55784, -6.37406)
O (13.09180, -20.06865, -5.37921)
F (13.57617, -18.29620, -6.92409)
N (14.80539, -13.86948, -5.30359)
S (15.58596, -13.39449, -6.54027)
O (17.00015, -13.18675, -6.38056)
O (14.96183, -12.54201, -7.48884)
F (15.67056, -14.87058, -7.31569)
S (15.04949, -12.47250, -4.38520)
O (14.38717, -11.26648, -4.77218)
O (16.31507, -12.39393, -3.75926)
F (14.17953, -13.04019, -3.13587)
C (12.61575, -10.23095, -7.21732)
O (12.39038, -9.64134, -8.49679)
P (11.72155, -10.58125, -9.60231)
O (11.32502, -9.84160, -10.81713)
O (12.78812, -11.72652, -9.90507)
C (14.14768, -11.41127, -10.21446)
O (10.59946, -11.39032, -8.79871)
C (9.22963, -10.92438, -8.84917)
H (12.46941, -11.31807, -7.31420)
H (11.96687, -9.94935, -6.39068)
H (13.66800, -10.19322, -6.94736)
H (14.27899, -11.42493, -11.29924)
H (14.70632, -12.28875, -9.89382)
H (14.55061, -10.49601, -9.79462)
H (8.79315, -11.34709, -9.75301)
H (9.24943, -9.83806, -8.85649)
H (8.68092, -11.32105, -7.99944)

Cartesian forces, eV/Å:
-0.095 0.249 -0.181
0.010 -0.054 0.830
0.438 -0.091 0.275
0.323 0.409 0.483
-2.242 3.612 -2.277
-2.234 0.417 -3.496
0.095 -1.216 1.456
1.127 -0.931 0.345
-0.093 -0.436 0.028
5.145 -2.285 4.285
-0.504 1.201 -0.940
-2.161 -0.218 -0.039
0.674 -0.767 0.152
-1.254 -1.617 1.229
1.253 1.350 1.641
-2.009 0.627 -0.982
1.438 0.116 -0.655
0.289 -0.424 -0.003
1.292 0.535 -3.151
-0.066 -0.430 0.233
-0.987 0.386 0.087
-0.285 -0.016 0.821
-0.606 2.326 1.431
4.438 -2.028 -4.160
-0.910 0.289 0.501
-1.213 0.090 -0.149
-0.864 0.315 0.275
-0.942 -0.703 4.430
-0.126 -0.888 -0.710
0.465 0.029 -0.782
-0.409 0.185 -0.999
0.749 -2.137 0.235
-0.573 0.126 -0.138
0.278 0.928 -0.930
-0.116 -0.484 1.134
-0.650 0.065 0.864
0.562 -1.171 -0.945
0.204 -0.263 -0.183
0.545 -0.208 -0.537
-0.015 0.171 0.135
-0.110 0.828 -0.393
-0.053 0.686 0.024
-0.302 0.496 -0.052
0.156 0.393 0.445
-0.326 0.055 0.275
-0.169 0.381 -0.081
-0.447 0.017 -0.053
0.281 0.084 0.220

Properties
charge = +1
LUMO level = -0.1954 Ha
E_HOMO = -11.8 eV

Here is the molecule C5H10O from OMol25. Energies are from ωB97M-V with the def2-TZVPD basis set.

CARTESIAN COORDINATES (ANGSTROEM)
C (1.96673, -0.04493, 0.02997)
C (0.52258, 0.51930, 0.14064)
C (-0.47174, 0.32680, -1.09392)
C (-1.86564, -0.31533, -0.51045)
O (-1.17634, -1.08822, 0.43995)
C (-0.30878, -0.25797, 1.17326)
H (2.58723, 0.47204, -0.71380)
H (2.51005, 0.04532, 0.98840)
H (1.95412, -1.11079, -0.22047)
H (0.63744, 1.58647, 0.40384)
H (-0.67853, 1.27664, -1.55981)
H (0.00789, -0.36211, -1.80379)
H (-2.58305, -1.05839, -0.95328)
H (-2.57412, 0.40659, -0.02325)
H (-0.89672, 0.42014, 1.81082)
H (0.26951, -0.94668, 1.78810)

Cartesian forces, eV/Å:
-0.296 -0.063 -0.191
-0.591 -0.232 -0.219
-0.800 0.301 -0.480
1.636 0.006 0.626
-0.902 -1.144 1.661
-0.004 -0.135 0.331
-0.311 -0.058 0.026
-0.436 0.071 -0.267
-0.056 0.090 -0.047
-0.414 -0.421 -0.103
0.184 0.325 -0.472
-0.466 0.180 0.076
1.279 0.851 -0.855
0.910 0.056 -0.256
0.126 -0.067 0.007
0.142 0.240 0.161

Properties
LUMO level = 0.0417 Ha
structure (SMILES) = C[C@H]1CCOC1
E_HOMO = -9.5 eV

Here is the molecule C5H8O from OMol25. Energies are from ωB97M-V with the def2-TZVPD basis set.

CARTESIAN COORDINATES (ANGSTROEM)
O (0.85845, -1.17044, 1.22032)
C (0.80974, -0.75362, -0.15606)
C (1.07795, 0.73907, -0.28747)
C (-0.06694, 1.39265, -0.07839)
C (-1.18564, 0.39634, 0.15601)
C (-0.65698, -0.82843, -0.59892)
H (1.12905, -0.42124, 1.76480)
H (1.48925, -1.40807, -0.70698)
H (2.06082, 1.17658, -0.44205)
H (-0.19718, 2.46971, -0.01881)
H (-2.19780, 0.73162, -0.07549)
H (-1.13681, 0.10845, 1.21157)
H (-0.75311, -0.69284, -1.68443)
H (-1.12407, -1.77281, -0.30785)

Cartesian forces, eV/Å:
0.390 -0.013 0.126
0.010 -0.050 -0.287
-0.069 0.074 0.116
0.093 -0.051 0.056
-0.116 0.042 0.022
-0.022 -0.077 0.069
-0.006 -0.129 -0.153
-0.069 0.135 -0.082
-0.177 -0.083 0.061
0.086 -0.161 -0.038
0.164 -0.006 -0.145
-0.437 0.237 0.006
0.092 -0.026 0.226
0.062 0.109 0.021

Properties
LUMO level = 0.0376 Ha
structure (SMILES) = O[C@@H]1C=CCC1
E_HOMO = -9.6 eV

Here is a cluster of 2 separate species, C2H4NOP in total from OMol25. Energies are from ωB97M-V with the def2-TZVPD basis set.

CARTESIAN COORDINATES (ANGSTROEM)
C (0.25790, -0.54689, 0.76454)
C (0.00182, -0.38618, -0.62891)
N (0.05120, 0.52573, 1.51831)
O (-0.26050, 1.59020, 0.70719)
P (-0.10177, 1.41239, -0.89594)
H (0.32754, -1.47683, 1.34442)
H (0.12257, -1.15409, -1.34939)
H (-1.65981, -1.22618, -0.67109)
H (1.26106, 1.26186, -0.78911)

Cartesian forces, eV/Å:
-0.884 1.386 2.741
-4.113 -1.780 -0.637
0.920 -2.313 -1.408
-0.925 1.479 1.394
-0.368 -1.070 -0.620
0.320 0.385 -0.573
1.048 -0.294 -0.612
2.410 1.676 0.201
1.592 0.531 -0.485

Properties
LUMO level (alpha / beta) = -0.0215 / -0.0215 Ha
E_HOMO (alpha / beta) = -8.9 / -8.9 eV

Here is a structure of composition C35H41Cl2N6O5RuTe from OMol25. Energies are from ωB97M-V with the def2-TZVPD basis set.

CARTESIAN COORDINATES (ANGSTROEM)
Ru (0.15712, 0.43821, 0.06962)
C (-1.10535, 1.75928, 5.08153)
O (-1.54708, 1.53013, 3.73447)
C (-0.68510, 1.45331, 2.75117)
O (-1.11300, 1.21365, 1.61525)
N (0.61046, 1.73802, 3.00826)
N (1.54506, 1.42021, 2.01499)
H (-2.01083, 1.78528, 5.67653)
H (-0.59018, 2.71637, 5.16561)
H (-0.47164, 0.93864, 5.42020)
H (0.92806, 1.62799, 3.95599)
H (1.99483, 0.54163, 2.25893)
H (2.23266, 2.16203, 1.97686)
C (3.08477, 1.11753, -1.82030)
C (2.37466, -0.22467, -1.86393)
O (2.94372, -1.17363, -2.43410)
N (1.18094, -0.36214, -1.27320)
Te (1.31355, -3.05525, -1.51114)
C (2.00986, -5.02413, -2.02709)
C (1.11807, -6.02414, -2.42755)
C (-0.37059, -5.80331, -2.53378)
C (1.63100, -7.27696, -2.75293)
C (2.98587, -7.55735, -2.67261)
C (3.52402, -8.91311, -3.03914)
C (3.84774, -6.54506, -2.26148)
C (3.38901, -5.27599, -1.94297)
C (4.38493, -4.21268, -1.55152)
C (0.25962, -2.73560, -3.32653)
C (-1.06096, -2.28664, -3.23354)
C (-1.77401, -2.05986, -1.92093)
C (-1.78849, -2.07352, -4.40091)
C (-1.23820, -2.29436, -5.65253)
C (-2.03254, -2.07854, -6.91057)
C (0.08591, -2.71524, -5.71838)
C (0.85370, -2.94698, -4.58582)
C (2.28163, -3.38833, -4.77029)
H (4.14307, 0.96984, -2.01912)
H (2.94206, 1.56695, -0.83770)
H (2.66541, 1.77342, -2.58361)
H (-0.69660, -4.98290, -1.89533)
H (-0.91270, -6.70139, -2.23856)
H (-0.65259, -5.55958, -3.56085)
H (0.94313, -8.05254, -3.07398)
H (2.72943, -9.65546, -3.08699)
H (4.26863, -9.24199, -2.31388)
H (4.01284, -8.87187, -4.01470)
H (4.91105, -6.75288, -2.19679)
H (5.39171, -4.50125, -1.85019)
H (4.39642, -4.05601, -0.46981)
H (4.15391, -3.25682, -2.02211)
H (-1.08881, -1.90598, -1.08891)
H (-2.40891, -2.91586, -1.67978)
H (-2.42668, -1.18944, -2.00352)
H (-2.81928, -1.74264, -4.31979)
H (-3.07523, -1.85540, -6.69046)
H (-1.99459, -2.96442, -7.54517)
H (-1.61718, -1.24784, -7.48441)
H (0.53968, -2.87093, -6.69179)
H (2.60425, -3.19698, -5.79278)
H (2.39254, -4.45664, -4.57913)
H (2.94361, -2.85371, -4.09299)
Cl (-0.99044, -4.07492, 1.71391)
C (0.32901, -3.31476, 2.61354)
Cl (1.88651, -4.03374, 2.13984)
C (0.43020, -1.79808, 2.34120)
O (0.70458, -1.09986, 3.30946)
O (0.22768, -1.43243, 1.13018)
H (0.19094, -3.50491, 3.66913)
C (-2.09209, 2.51803, -2.64173)
C (-1.59630, 1.89907, -1.51532)
N (-0.33733, 2.07093, -1.08795)
C (0.42366, 2.97286, -1.70273)
C (0.00362, 3.66889, -2.82971)
C (-1.26178, 3.38451, -3.33779)
C (0.91666, 4.61820, -3.49805)
C (1.56608, 5.61842, -2.90565)
C (1.41293, 6.06548, -1.50609)
C (0.20215, 6.05039, -0.81759)
C (0.21442, 6.52107, 0.48417)
N (1.31925, 6.96999, 1.07129)
C (2.41587, 6.97598, 0.32026)
N (2.51701, 6.55249, -0.93297)
H (-3.10111, 2.31548, -2.97178)
H (-2.21857, 1.24313, -0.91825)
H (1.41296, 3.13200, -1.29960)
H (-1.58952, 3.85647, -4.25570)
H (1.06954, 4.44392, -4.55819)
H (2.29222, 6.18876, -3.47314)
H (-0.71396, 5.71951, -1.28523)
H (-0.69056, 6.54321, 1.08182)
H (3.31963, 7.36644, 0.77441)

Cartesian forces, eV/Å:
1.031 -1.517 0.175
0.014 0.023 0.095
-0.050 -0.056 -0.063
-0.077 0.165 -0.048
0.124 -0.124 -0.104
0.024 0.055 0.030
0.064 -0.087 -0.197
0.003 -0.012 0.003
-0.016 0.011 -0.037
-0.017 -0.032 -0.035
0.013 -0.059 0.139
-0.024 -0.131 0.129
-0.007 0.050 -0.111
-0.064 -0.272 0.004
0.100 0.285 0.157
-0.108 -0.054 -0.057
-0.517 1.100 0.754
0.039 -1.030 -0.450
0.006 0.203 0.056
-0.079 0.122 0.064
0.145 -0.029 -0.024
-0.036 0.014 0.010
0.004 -0.031 -0.014
0.017 0.102 0.007
0.009 -0.026 -0.015
-0.033 0.073 -0.031
-0.104 -0.044 0.037
0.027 0.150 -0.023
-0.014 0.021 0.233
0.041 -0.053 -0.201
-0.002 -0.040 -0.052
-0.029 0.005 0.043
0.074 0.031 0.035
-0.015 -0.054 -0.015
0.104 0.044 0.110
-0.088 -0.050 0.045
-0.002 0.027 -0.015
0.055 0.111 -0.028
0.066 0.007 -0.003
-0.118 -0.028 0.044
0.014 0.011 0.000
-0.022 0.036 0.020
0.014 -0.002 0.037
0.014 -0.012 -0.004
-0.017 -0.029 -0.012
-0.009 -0.039 0.003
-0.018 0.029 -0.004
-0.016 -0.007 0.010
-0.033 0.009 0.028
0.069 0.042 -0.012
-0.052 0.012 0.118
0.033 -0.008 0.062
-0.010 0.004 0.041
0.021 0.002 -0.006
0.002 -0.004 -0.007
-0.023 0.011 -0.011
-0.029 -0.010 -0.021
0.007 -0.008 0.023
0.000 0.026 0.023
-0.005 -0.013 -0.002
0.080 0.021 0.007
-0.056 -0.002 0.056
0.044 0.147 -0.511
0.129 -0.060 0.007
-0.335 0.058 -0.393
0.147 0.428 0.047
0.051 0.119 0.239
-0.035 0.042 0.031
0.051 0.132 -0.081
-0.300 0.105 -0.074
-0.357 0.204 -0.306
0.083 0.018 0.050
-0.122 -0.006 -0.070
0.130 -0.028 0.092
0.013 0.013 0.024
-0.025 -0.013 -0.059
-0.027 0.051 0.174
0.029 0.060 -0.044
0.014 -0.046 -0.027
0.060 0.053 0.068
-0.102 -0.077 -0.022
0.098 -0.044 -0.077
0.014 -0.002 0.018
-0.004 -0.114 -0.080
-0.011 -0.027 -0.025
-0.050 0.020 0.035
0.060 0.036 0.017
-0.043 0.006 -0.020
-0.004 -0.002 0.025
-0.015 -0.007 -0.036
-0.016 -0.002 0.001

Properties
charge = +1
LUMO level (alpha / beta) = -0.1052 / -0.1441 Ha
<S²> = 6.0219
2S+1 = 5
E_HOMO (alpha / beta) = -10.1 / -10.8 eV

Here is a structure of composition C4H7NO2 from OMol25. Energies are from ωB97M-V with the def2-TZVPD basis set.

CARTESIAN COORDINATES (ANGSTROEM)
O (2.32289, -0.14421, 0.10139)
C (1.13765, 0.31655, 0.65116)
C (0.53845, 1.40664, 0.07595)
N (-1.67636, 0.71452, -0.12467)
C (-1.68923, -0.55921, -0.45486)
C (0.03971, -1.34102, 0.09694)
O (0.44982, -2.41073, 0.24659)
H (2.37001, -1.10632, 0.19089)
H (0.98624, 0.15216, 1.72256)
H (0.05633, 2.17695, 0.66062)
H (0.85830, 1.66895, -0.93341)
H (-1.55478, 1.28974, -0.95389)
H (-1.64991, -0.90219, -1.49883)
H (-2.18912, -1.26184, 0.21956)

Cartesian forces, eV/Å:
0.062 -0.263 -0.079
-0.153 0.519 0.087
0.262 -0.128 0.124
-0.075 -0.204 -0.352
-0.288 0.171 -0.005
0.346 -1.146 0.202
-0.377 1.125 -0.196
0.130 0.115 0.070
0.212 -0.061 -0.169
-0.114 -0.316 -0.032
-0.101 -0.030 0.186
-0.040 -0.031 -0.018
0.049 0.065 0.203
0.087 0.184 -0.022

Properties
LUMO level = 0.0166 Ha
E_HOMO = -9.0 eV

Here is a structure of composition C5H14N2O2 from OMol25. Energies are from ωB97M-V with the def2-TZVPD basis set.

CARTESIAN COORDINATES (ANGSTROEM)
C (0.93423, -0.37855, -0.89620)
C (1.42214, 0.09594, 1.02171)
C (1.09435, 0.85316, -1.76133)
C (1.00296, -0.90096, 1.96826)
H (1.86978, -0.93508, -0.86824)
H (0.31586, -1.15552, -1.33569)
H (0.95074, 1.06685, 1.10504)
H (2.47734, 0.15022, 0.78549)
H (1.36130, 0.59453, -2.79040)
H (-0.09152, -1.21935, 1.52569)
H (1.65418, -1.76660, 2.05127)
H (0.19210, 1.46569, -1.77418)
H (1.88635, 1.50037, -1.37866)
H (0.67737, -0.50252, 2.92843)
N (-1.54396, 1.11092, 0.21094)
C (-1.42950, -0.27112, -0.11242)
N (-2.03254, -0.53840, -1.33820)
O (-1.39371, 1.38006, 1.59031)
O (-1.44515, -1.13770, 0.80241)
H (-1.68277, 0.56436, 2.04224)
H (-2.42407, 1.50457, -0.10681)
H (-2.05237, -1.52292, -1.55740)
H (-1.74308, 0.04205, -2.11226)

Cartesian forces, eV/Å:
2.658 0.189 1.879
-0.710 0.409 -3.569
-0.020 0.003 0.103
-3.050 -1.600 -0.194
0.350 0.088 -0.422
-0.738 0.201 0.649
0.098 0.071 0.114
0.070 0.215 0.035
-0.068 0.026 -0.003
2.952 0.061 1.440
0.042 0.042 0.174
-0.084 0.032 -0.062
0.020 -0.052 0.020
0.495 0.088 0.260
0.868 -0.399 0.230
-3.795 -0.619 2.164
0.870 0.134 0.056
-0.082 -0.177 -0.488
-0.101 1.501 -2.216
0.006 -0.015 -0.172
0.112 -0.203 0.009
0.051 0.006 0.023
0.056 -0.001 -0.031

Properties
LUMO level = 0.0275 Ha
E_HOMO = -8.6 eV

Computed energy above the lowest of the compared OMol25 structures with the same formula, charge and spin, in the same sequence as the records: 15.4, 0.0, 32.0, 23.7, 107.0, 16.9, 111.9, 128.0 kcal/mol.
Computed E_tot, in the same sequence as the records: -9459.6026, -196388.3905, -7393.3776, -7361.2277, -14960.0071, -91051.4623, -9842.4294, -12482.7761 eV.